(1)
2 unconnected molecules or ions with the total composition C4H8O3. Source: OMol25; level of theory: the ωB97M-V functional and the def2-TZVPD basis.

XYZ file:
```
15
C4H8O3 | OMol25 | the ωB97M-V functional and the def2-TZVPD basis
C 0.709 -1.948 0.782
C 0.337 -0.470 0.868
O 1.080 0.178 1.863
C 0.570 0.189 -0.471
O 1.272 1.168 -0.602
H 0.106 -2.462 0.024
H 0.530 -2.425 1.749
H 1.769 -2.059 0.534
H -0.742 -0.377 1.067
H 1.492 0.944 1.430
H 0.081 -0.289 -1.342
C -1.799 1.897 -1.486
O -1.891 1.286 -0.450
H -0.816 2.142 -1.932
H -2.697 2.226 -2.036
```

Calculated values
SMILES	C[C@@H](O)C=O.C=O
LUMO	0.47	eV
spin multiplicity	1
E_tot	-10418.842	eV
orbital gap	10.6	eV
molecular weight	104.10	Da

---

(2)
A molecular structure, C22H24N5Re. Source: OMol25; level of theory: the ωB97M-V functional and the def2-TZVPD basis.

XYZ file:
```
52
C22H24N5Re | OMol25 | the ωB97M-V functional and the def2-TZVPD basis
Re 0.043 -0.308 -0.450
C 0.555 2.395 0.798
N -0.342 1.200 1.007
C -1.812 1.541 1.053
C -2.510 0.890 -0.091
N -1.909 -0.136 -0.723
C -2.798 -0.566 -1.744
C -2.672 -1.559 -2.703
C -3.727 -1.688 -3.588
C -4.866 -0.871 -3.506
C -4.993 0.115 -2.545
C -3.926 0.242 -1.671
N -3.686 1.151 -0.614
C 1.306 2.238 -0.479
N 1.381 1.019 -1.048
C 2.154 1.165 -2.231
C 2.511 0.246 -3.205
C 3.245 0.740 -4.268
C 3.621 2.091 -4.344
C 3.268 3.005 -3.369
C 2.524 2.501 -2.315
N 1.953 3.135 -1.186
H 1.261 2.461 1.629
H -0.027 3.315 0.803
H -0.083 0.738 1.876
H -1.956 2.619 1.046
H -2.232 1.169 1.991
H -1.811 -2.214 -2.753
H -3.681 -2.446 -4.359
H -5.674 -1.026 -4.209
H -5.875 0.739 -2.483
H -4.336 1.858 -0.291
H 2.252 -0.803 -3.137
H 3.549 0.068 -5.059
H 4.213 2.423 -5.186
H 3.562 4.044 -3.430
H 2.062 4.114 -0.947
C 3.175 -3.941 1.603
C 1.624 -4.045 1.560
C 1.205 -5.245 0.662
C 1.064 -4.231 2.991
C 1.116 -2.850 0.977
C 0.674 -1.821 0.424
H 3.544 -4.892 1.986
H 3.499 -3.146 2.273
H 3.597 -3.777 0.613
H 1.640 -6.140 1.105
H 1.586 -5.136 -0.353
H 0.123 -5.357 0.631
H 1.468 -5.168 3.372
H -0.023 -4.296 2.993
H 1.380 -3.423 3.650
```

Calculated values
LUMO (alpha / beta)	-11.06 / -11.65	eV
spin multiplicity	2
E_tot	-32755.827	eV
orbital gap (alpha / beta)	6.7 / 6.1	eV
charge	+3
molecular weight	544.68	Da

---

(3)
A single CH2N2O3S molecule at a distorted geometry. Source: OMol25; level of theory: the ωB97M-V functional and the def2-TZVPD basis.

XYZ file:
```
9
CH2N2O3S | OMol25 | the ωB97M-V functional and the def2-TZVPD basis
O 3.366 0.074 1.268
S 2.895 0.079 -0.054
O 3.726 -0.034 -1.200
N 1.550 1.398 -0.057
C 0.432 0.716 0.062
N 0.383 -0.678 -0.084
O 1.663 -1.208 -0.167
H -0.423 1.191 0.398
H -0.265 -1.084 0.637
```

Calculated values
SMILES	O=S1(=O)N=CNO1
LUMO	0.41	eV
spin multiplicity	1
E_tot	-21023.859	eV
orbital gap	10.7	eV
molecular weight	122.11	Da

---

(4)
2 unconnected molecules or ions with the total composition C5H10ClN2 at a distorted geometry. Source: OMol25; level of theory: the ωB97M-V functional and the def2-TZVPD basis.

XYZ file:
```
18
C5H10ClN2 | OMol25 | the ωB97M-V functional and the def2-TZVPD basis
C 0.428 -0.186 0.154
C -0.560 0.959 -1.363
C 0.849 0.547 -1.873
C -1.864 0.345 0.820
C 0.954 -1.585 2.087
N -0.721 0.356 -0.020
N 1.330 -0.240 -0.744
Cl 2.588 -1.991 1.898
H -0.703 2.149 -1.252
H -1.350 0.587 -1.906
H 0.746 0.094 -2.829
H 1.455 1.435 -1.985
H -2.722 0.077 0.134
H -1.728 -0.521 1.568
H -1.945 1.338 1.312
H 0.078 -2.214 1.859
H 0.905 -0.638 2.663
H 2.260 -0.512 -0.525
```

Calculated values
LUMO (alpha / beta)	-4.68 / -4.68	eV
spin multiplicity	1
E_tot	-20839.597	eV
orbital gap (alpha / beta)	8.8 / 8.8	eV
charge	+1
molecular weight	133.60	Da

---

(5)
A molecular structure, C2HF3O3S at a distorted geometry. Source: OMol25; level of theory: the ωB97M-V functional and the def2-TZVPD basis.

XYZ file:
```
10
C2HF3O3S | OMol25 | the ωB97M-V functional and the def2-TZVPD basis
C 0.214 0.395 0.501
C 1.004 -0.791 0.112
O -2.104 1.723 0.492
O -2.213 -0.562 -0.418
O -0.343 0.935 -1.197
F 1.513 -1.423 1.179
F 0.360 -1.633 -0.521
F 2.039 -0.471 -0.754
S -1.480 0.609 -0.100
H 1.011 1.217 0.706
```

Calculated values
LUMO	-1.75	eV
spin multiplicity	1
E_tot	-27216.718	eV
orbital gap	10.4	eV
molecular weight	162.09	Da

---

(6)
A molecular structure, C2H3OS at a distorted geometry. Source: OMol25; level of theory: the ωB97M-V functional and the def2-TZVPD basis.

XYZ file:
```
7
C2H3OS | OMol25 | the ωB97M-V functional and the def2-TZVPD basis
C 0.136 0.080 1.842
C 0.384 -0.396 0.662
O -0.024 0.648 2.903
S -1.046 0.383 -1.649
H 0.089 0.135 -0.321
H -1.489 -0.875 -1.694
H 1.081 -1.163 0.494
```

Calculated values
LUMO	4.03	eV
spin multiplicity	1
E_tot	-15004.711	eV
orbital gap	6.8	eV
charge	-1
molecular weight	75.11	Da